C25H37ClN2O2RuSi | the ωB97M-V functional and the def2-TZVPD basis

The geometry in XYZ format:
```
69
Properties=species:S:1:pos:R:3:forces:R:3
Ru -0.195574 -0.108779 -0.713767 -0.420 0.297 2.076
Cl -1.905205 0.178477 1.047043 -2.651 0.121 -0.189
Si 0.374180 0.367997 4.242135 -0.094 -0.422 -0.728
O -0.807234 4.010389 -0.873597 0.181 1.661 0.654
O -0.690282 -4.258123 -0.828672 0.278 -1.559 0.687
N -0.011395 1.957647 -0.723849 -0.878 0.573 -0.964
N -0.120230 -2.161961 -0.478263 -0.782 -0.736 -1.237
C -1.766431 1.081704 -2.773441 -0.668 -0.071 -0.912
C -2.086015 -0.158065 -2.151754 0.678 -0.105 1.169
C 0.434337 0.131161 2.482628 1.019 -0.706 -1.187
C 0.484173 -0.202153 1.148053 0.690 0.486 1.671
C -1.720468 -1.388376 -2.764717 -0.562 0.175 -0.928
C 0.524893 -4.313413 0.015178 -0.264 -1.386 -1.081
C 2.159923 -2.449665 0.450259 0.486 -0.132 0.007
C -0.937382 2.745115 -1.192986 1.289 -1.586 0.618
C -1.076910 -1.364864 -3.985272 -0.146 -0.930 0.551
C -1.204876 -0.424877 4.897610 0.297 0.268 0.194
C 1.848008 -0.523872 4.994168 -0.192 0.265 0.318
C 1.375892 2.211930 1.298512 0.720 -0.734 1.336
C 0.999217 2.780106 -0.000350 0.030 0.064 -1.226
C -2.026674 -2.650280 -2.017324 0.233 0.140 0.309
C -2.102322 2.337816 -2.025926 0.335 -0.185 0.190
C -0.677189 2.363131 -4.635057 0.235 0.156 -0.174
C -0.557482 -2.638492 -4.603390 0.206 -0.098 -0.155
C 2.219361 2.911734 -0.907501 0.419 0.155 -0.463
C 0.141660 -2.799381 1.891539 -0.463 0.271 0.888
C -1.129998 1.074633 -3.998323 -0.133 0.748 0.525
C 0.399787 2.176817 4.779068 0.021 -0.246 0.284
C -0.789360 -0.141337 -4.587959 0.641 0.099 -0.914
C 0.258758 4.081684 0.139716 -0.884 1.024 -0.060
C -0.918192 -2.989880 -1.081708 1.245 1.209 0.644
C 0.713041 -2.914594 0.507534 -0.022 0.781 -0.232
H -0.136796 -2.435803 -5.600765 -0.149 -0.104 0.302
H -1.218722 -1.475133 4.608240 -0.103 -0.038 0.004
H 0.348801 -5.067682 0.795582 0.011 0.352 -0.238
H -2.758950 -0.165616 -1.282904 0.088 -0.002 -0.535
H -2.920232 -2.519314 -1.382954 0.089 -0.029 -0.249
H 1.341518 -4.658925 -0.641607 -0.254 0.118 0.138
H 0.360224 2.235866 5.872939 0.004 0.151 -0.037
H 0.860134 4.982762 -0.056296 -0.253 -0.337 -0.026
H 1.700415 1.134944 1.141621 -0.462 1.289 0.079
H 0.725273 -3.352145 2.626531 -0.015 -0.650 -0.101
H -2.168137 -3.502584 -2.672993 -0.146 -0.131 -0.066
H -0.923433 -3.027000 1.942475 -0.003 -0.495 -0.113
H 2.898288 2.052895 -0.774985 -0.303 0.272 -0.094
H 1.316897 2.652740 4.429115 -0.029 0.124 0.015
H -1.492764 3.096857 -4.708396 0.211 -0.118 -0.015
H 0.189505 -1.793879 2.280691 0.068 0.269 -0.017
H 2.267257 -1.425297 0.840971 -0.144 -0.567 -0.172
H -1.344033 -3.399380 -4.712059 0.206 0.123 0.001
H 2.275578 2.631710 1.742646 0.070 0.801 -0.023
H -2.066045 0.082664 4.466245 -0.118 -0.074 -0.026
H 2.528532 -2.472245 -0.586874 -0.084 -0.046 0.259
H 0.539357 2.265038 2.026628 0.667 -0.150 -0.518
H 0.141317 2.826117 -4.051398 -0.281 -0.108 -0.208
H -0.290891 2.174621 -5.649348 -0.149 0.097 0.312
H -0.243306 4.187026 1.121546 0.227 -0.138 -0.474
H 1.810330 -1.574133 4.703534 0.071 -0.013 0.010
H -2.938235 2.165118 -1.325431 0.146 0.045 -0.218
H 1.814482 -0.446914 6.084015 0.198 -0.088 0.095
H 2.761102 3.838718 -0.654658 -0.011 -0.356 -0.074
H 0.249612 -3.070653 -3.984188 -0.233 0.058 -0.219
H -1.237446 -0.347270 5.987963 -0.144 -0.054 0.062
H 2.772312 -3.124641 1.067198 -0.024 0.078 -0.151
H 1.919586 2.957024 -1.969493 0.147 0.039 0.399
H 2.769531 -0.075150 4.623006 0.109 -0.076 0.037
H -0.467040 2.693032 4.363032 0.033 0.081 -0.001
H -0.246772 -0.136106 -5.537305 -0.181 0.008 0.203
H -2.347271 3.170511 -2.681917 -0.104 0.070 -0.008
```
Positions in Å, forces in eV/Å.

The energy above the lowest of the compared OMol25 structures with the same formula, charge and spin is 239.06 kJ/mol. Its net charge is -1. The HOMO energy (alpha / beta) is -0.44 / -3.23 eV. The spin multiplicity is 6. Its expectation value of S² is 8.78. For the total energy, the calculation gives -56577.0947 eV.

Here are the Löwdin charges for atoms 1 to 2, given in e: number 1, Ru, carries 0.99; number 2, Cl, carries 0.11

C25H37ClN4O3P | the ωB97M-V functional and the def2-TZVPD basis

The geometry in XYZ format:
```
71
Properties=species:S:1:pos:R:3:forces:R:3
Cl -2.235278 -4.882879 -3.607098 -0.127 0.126 -0.256
P -2.861165 -3.970617 -1.753707 0.269 0.079 0.850
O -4.318792 -3.162717 -2.073305 0.344 0.347 -0.188
O 6.571105 -1.618729 -0.285997 2.875 1.244 0.120
O 4.469735 -1.115290 -0.586708 -0.351 -0.166 -0.457
N 7.947544 0.168326 -2.690904 0.033 -0.052 -0.033
N -4.718128 1.179651 1.055276 0.061 -0.014 0.118
N -8.022684 3.751759 -0.254735 -0.046 0.032 0.071
N 1.725812 1.626514 4.689064 -0.012 -0.002 -0.023
C -0.693325 -1.357724 0.318257 -0.249 -0.218 0.099
C 8.480637 -0.158018 -3.905988 0.018 -0.021 0.069
C -9.835953 3.533022 0.993714 -0.011 0.023 0.000
C 2.476051 2.024220 3.614587 0.017 0.026 0.043
C -1.682355 -2.698669 -1.563408 -0.473 -0.019 0.032
C 7.961052 2.027520 -3.891731 -0.015 0.041 0.015
C -4.910793 -0.274344 2.710977 -0.037 0.000 0.017
C 5.453361 -1.980457 -0.320598 -1.261 -1.401 0.039
C -8.732090 2.967206 1.688468 -0.013 0.016 0.033
C -7.628438 3.119775 0.894142 0.055 0.043 -0.093
C 2.514039 0.986942 2.721820 0.034 0.038 -0.029
C 0.172204 -0.476596 -0.591483 -0.003 -0.581 -0.056
C -9.365619 4.010794 -0.200090 0.007 0.010 -0.077
C 3.672214 -1.471311 -1.736277 -0.678 0.849 -0.334
C -4.408786 1.857099 2.205291 0.013 0.098 -0.077
C -4.523122 0.981948 3.251544 -0.013 0.018 0.018
C 1.279234 0.347578 4.487722 0.020 0.010 0.067
C -1.999459 -1.818780 -0.334069 0.540 -0.487 -0.415
C 2.474387 -0.496953 -1.790562 0.095 -1.912 -0.017
C -5.020117 -0.118449 1.356110 -0.087 -0.029 -0.099
C 8.505512 0.976044 -4.675651 0.024 -0.024 -0.050
C 1.753657 -0.077367 3.276618 0.003 -0.069 -0.004
C 5.127650 -3.423390 -0.000646 -0.470 0.328 0.091
C 1.173715 -1.267385 -1.457464 -0.403 0.982 0.101
C 7.624362 1.494319 -2.674290 0.017 -0.017 0.064
H 4.407347 -3.428828 0.816407 -0.204 -0.192 -0.101
H 6.032261 -3.916440 0.318733 0.242 -0.026 0.046
H 7.829782 3.055389 -4.187340 -0.011 -0.010 0.001
H -0.495742 0.044082 -1.277294 -0.044 0.386 0.126
H 2.915661 3.006623 3.579336 0.005 -0.013 -0.019
H -5.086351 -1.187429 3.254761 0.024 -0.005 -0.018
H -10.857558 3.583172 1.332673 0.006 -0.001 -0.007
H -9.867473 4.508858 -1.012242 -0.016 -0.020 0.011
H -0.148895 -2.263112 0.604014 0.221 -0.005 0.028
H 1.343850 -2.230186 -0.979428 0.394 -0.017 0.093
H 3.027854 0.988889 1.774331 -0.011 -0.017 0.001
H 7.811060 -0.470466 -1.924262 -0.163 0.021 0.074
H 2.680980 0.320176 -1.108373 -0.050 0.250 -0.062
H -5.284645 -0.816323 0.580412 0.054 -0.020 0.014
H -2.565111 -2.417188 0.402209 -0.245 0.493 0.329
H 4.728653 -3.952331 -0.859894 -0.208 -0.040 -0.016
H 8.871596 1.043713 -5.686964 -0.012 -0.005 0.004
H -2.538744 -0.903945 -0.590237 -0.430 -0.095 -0.008
H 1.532291 2.185970 5.498655 -0.014 -0.014 -0.039
H 1.574600 -1.043298 2.833713 -0.041 0.028 -0.029
H -4.720694 1.573658 0.132337 0.116 -0.108 -0.013
H 0.664762 -0.146478 5.220950 -0.009 -0.011 -0.029
H -4.737512 -3.076041 -1.205738 -0.085 -0.223 -0.147
H -0.742026 -3.215835 -1.346504 0.148 -0.172 -0.374
H 0.704411 0.237731 0.037456 0.101 0.192 -0.065
H 0.673497 -1.481802 -2.394830 -0.121 -0.363 -0.067
H 4.248710 -1.384038 -2.661885 0.472 0.096 0.269
H 7.184076 1.943561 -1.800510 -0.011 -0.005 -0.015
H 3.328540 -2.498881 -1.680750 -0.076 -0.136 0.225
H -4.136024 2.898868 2.177962 0.025 -0.016 0.027
H 8.796040 -1.165478 -4.118522 0.003 0.014 -0.017
H -0.898121 -0.835294 1.254956 -0.125 0.180 0.041
H -8.746869 2.501872 2.659852 0.020 -0.010 -0.014
H 2.410325 -0.179095 -2.825814 -0.027 0.616 0.027
H -6.601650 2.833823 1.044721 -0.095 -0.040 0.077
H -7.419166 3.988631 -1.020508 -0.024 -0.013 0.021
H -4.345886 1.214429 4.288735 0.014 0.001 -0.011
```
Positions in Å, forces in eV/Å.

Its net charge is -1. The HOMO energy is -2.35 eV. For the total energy, the calculation gives -60438.6102 eV.

Here are the Löwdin charges for atoms 1 to 2, given in e: number 1, Cl, carries -0.03; number 2, P, carries 0.39

C25H37IrNOP2 | the ωB97M-V functional and the def2-TZVPD basis

The geometry in XYZ format:
```
67
Properties=species:S:1:pos:R:3:forces:R:3
Ir 0.004938 -0.397612 -0.442303 -1.199 -3.847 0.103
P 2.352237 -0.642660 -0.744912 -0.992 0.019 0.144
P -2.526637 -0.401323 -0.399478 0.600 0.178 0.277
O -0.486062 -2.250973 0.434112 0.677 0.843 0.755
N -0.093869 0.445794 -2.056028 0.208 2.185 -2.078
C -0.604184 -3.119557 2.696824 -0.269 -0.336 0.114
C -0.550016 2.329289 0.537522 -1.016 3.819 0.578
C 0.926072 -0.188657 2.905701 -0.541 -0.061 -2.165
C -0.093077 2.987053 -5.417288 -0.050 -0.124 0.078
C -0.672587 3.444080 1.368991 -0.708 -0.635 -3.112
C 0.305305 2.140158 3.170885 0.540 -0.161 1.233
C -0.132742 1.281675 -3.125909 0.182 -0.040 -0.002
C -0.227628 3.343118 2.678131 0.746 -0.083 1.886
C 0.105735 -3.166649 1.349916 0.150 0.218 -0.837
C 0.018683 1.132734 0.955235 0.840 -1.409 0.951
C -0.101967 3.525937 -4.131091 0.017 -0.091 0.109
C -0.144906 0.758983 -4.464956 0.018 -0.246 0.691
C 2.988226 -2.134427 -1.582298 0.243 -0.078 -0.079
C 0.430511 0.987459 2.323588 -0.188 0.169 0.388
C 3.038786 0.732503 -1.723156 0.184 -0.147 0.102
C 0.746404 2.041557 4.524373 -0.604 0.863 -0.909
C -0.110490 1.593378 -5.567002 -0.020 0.203 0.057
C 1.271084 0.858230 5.045871 0.608 -2.341 -0.546
C -3.508615 -1.782524 -1.092908 -0.011 -0.203 -0.159
C -3.184676 -0.309707 1.302371 0.002 -0.043 -0.089
C 0.001104 -4.534092 0.656456 0.241 -0.366 0.200
C 3.298305 -0.618509 0.802167 0.298 -0.023 -0.130
C -3.296389 1.042815 -1.222048 -0.078 -0.233 0.041
C 1.372546 -0.274950 4.218573 0.102 1.859 2.457
C -0.105730 2.712461 -3.009199 0.105 -0.383 0.389
H -0.092901 1.173470 -6.565293 -0.020 -0.074 0.041
H -0.807812 -2.097666 3.017980 -0.005 -0.048 -0.116
H -0.150667 -0.332519 -4.553256 -0.020 0.411 -0.138
H -1.545881 -3.668740 2.603273 -0.097 0.150 0.110
H -0.023352 -3.603487 3.495019 -0.028 0.006 -0.241
H 0.667827 2.922429 5.154645 -0.010 -0.052 -0.047
H 2.648694 1.677948 -1.336401 0.045 -0.126 -0.037
H 3.151241 0.345674 1.293986 -0.028 -0.138 0.029
H -1.093608 4.391855 0.992111 0.187 -0.633 0.179
H -2.848979 1.971903 -0.868000 -0.083 -0.113 0.002
H -0.091601 4.602201 -3.992470 0.032 -0.073 -0.042
H -3.297821 -1.899616 -2.161885 0.034 0.040 0.191
H 0.969602 -1.084350 2.283958 -0.002 0.451 0.134
H -2.836863 0.605785 1.787455 0.026 -0.080 -0.049
H 1.782635 -1.194822 4.601382 0.022 -0.150 0.083
H -4.282496 -0.316079 1.275080 0.218 0.000 0.031
H -0.047132 3.155089 -2.008759 -0.039 -0.165 -0.499
H 0.978528 -4.844003 0.268308 -0.195 -0.036 -0.048
H -0.911220 2.416191 -0.479764 0.074 -0.019 0.155
H -2.823418 -1.173361 1.869657 -0.020 0.140 -0.108
H -0.269186 4.193249 3.355969 -0.066 -0.109 -0.110
H 4.362875 -0.765238 0.583499 -0.121 0.042 0.066
H -4.586637 -1.586255 -0.975606 0.343 0.041 0.032
H 2.951657 -1.414755 1.468139 0.091 0.175 -0.138
H 2.746153 0.630745 -2.772818 0.003 0.020 0.178
H 4.132092 0.718249 -1.641346 -0.149 0.074 -0.094
H 1.189795 -2.988946 1.540569 -0.345 0.288 -0.253
H -0.068443 3.648172 -6.285975 -0.019 -0.280 0.249
H -3.268007 -2.725993 -0.588866 0.090 0.275 -0.059
H -4.374224 1.054719 -1.017299 0.180 0.020 -0.087
H -0.694324 -4.451477 -0.184909 0.086 -0.005 0.202
H 1.599037 0.795718 6.082384 -0.055 0.092 -0.226
H 2.625366 -2.193635 -2.614511 -0.035 0.068 0.240
H 2.682867 -3.043524 -1.050810 -0.034 0.248 -0.055
H 4.086445 -2.090863 -1.599598 -0.192 -0.052 -0.025
H -0.353800 -5.321451 1.329791 0.077 0.041 -0.035
H -3.126776 0.957814 -2.297802 -0.032 0.066 0.042
```
Positions in Å, forces in eV/Å.

The energy above the lowest of the compared OMol25 structures with the same formula, charge and spin is 0.00 kJ/mol. Its net charge is 0. The HOMO energy (alpha / beta) is -4.16 / -8.15 eV. The spin multiplicity is 6. Its expectation value of S² is 8.84. For the total energy, the calculation gives -51474.6256 eV.

Here are the Löwdin charges for atoms 1 to 2, given in e: number 1, Ir, carries 1.11; number 2, P, carries 0.69